No. 1
DFT (wB97M-V/def2-TZVPD) results for 2 unconnected molecules or ions with the total composition C22H44B2N3O5P in a non-equilibrium geometry.

Structure (XYZ):
```
77
Properties=species:S:1:pos:R:3
C 4.09 0.69 0.18
C 2.79 0.74 -0.61
O 1.69 0.50 0.26
C 0.58 -0.24 -0.19
P 1.11 -1.92 -0.85
C 2.25 -2.71 0.33
C -0.33 -3.03 -1.08
C -0.27 0.51 -1.27
C -0.08 0.29 -2.78
C 1.04 1.14 -3.42
C 2.14 0.31 -4.11
N 3.47 0.94 -3.99
N -1.72 0.50 -0.79
C -2.74 -0.03 -1.76
C -3.26 1.00 -2.74
C -3.25 2.37 -2.49
C -3.77 3.26 -3.42
C -4.30 2.79 -4.61
C -4.31 1.43 -4.87
C -3.78 0.54 -3.94
C -1.76 -0.38 0.45
C -0.37 -0.27 1.07
B -0.49 1.13 1.83
O -0.83 1.18 3.17
O -0.34 2.30 1.13
C -0.91 3.50 1.65
B -0.15 -1.49 2.11
O -1.02 -2.58 1.90
N 0.75 -1.53 3.19
C 0.15 -1.66 4.53
C 1.88 -0.62 3.21
H 4.94 0.84 -0.49
H 4.19 -0.24 0.74
H 4.09 1.51 0.90
H 2.69 1.76 -1.00
H 2.78 0.06 -1.47
H 3.11 -2.07 0.47
H 2.59 -3.63 -0.16
H 1.82 -2.98 1.30
H -1.22 -2.49 -1.41
H -0.56 -3.62 -0.20
H -0.06 -3.70 -1.89
H 0.04 1.55 -1.10
H 0.11 -0.76 -3.02
H -1.00 0.56 -3.29
H 1.50 1.83 -2.71
H 0.57 1.77 -4.18
H 1.89 0.16 -5.17
H 2.16 -0.69 -3.66
H 4.02 0.40 -3.34
H 3.96 0.85 -4.87
H -2.03 1.43 -0.54
H -3.57 -0.44 -1.18
H -2.29 -0.85 -2.31
H -2.85 2.77 -1.56
H -3.75 4.32 -3.21
H -4.70 3.50 -5.33
H -4.73 1.06 -5.79
H -3.76 -0.52 -4.16
H -2.49 0.11 1.11
H -2.16 -1.37 0.26
H -1.75 1.16 3.42
H -0.84 4.27 0.88
H -1.97 3.37 1.91
H -0.36 3.84 2.53
H -1.52 -2.83 2.68
H -0.84 -2.14 4.48
H 0.72 -2.31 5.21
H 0.02 -0.68 5.00
H 2.44 -0.65 2.27
H 1.61 0.42 3.42
H 2.56 -0.93 4.01
C 1.26 -2.67 7.86
O 0.20 -2.99 7.10
H 1.87 -1.78 7.50
H 1.03 -2.38 8.93
H 2.03 -3.47 7.98
```

For the highest occupied orbital energy, the calculation gives -4.076 eV. The molecular weight comes out at 483.21 g/mol. Its net charge is 0.

=====

No. 2
DFT (wB97M-V/def2-TZVPD) results for a molecular structure, C22H44BF12N3O26PbS6 in a non-equilibrium geometry.

Structure (XYZ):
```
115
Properties=species:S:1:pos:R:3
Pb -0.45 -21.27 -3.48
B 1.13 -19.43 -5.50
F 2.20 -20.01 -6.18
F 1.36 -19.46 -4.12
F 0.97 -18.11 -5.79
F -0.03 -20.08 -5.69
C -3.99 -19.54 -5.10
F -4.38 -19.54 -6.40
F -2.89 -18.69 -4.94
F -5.04 -19.17 -4.29
S -3.42 -21.33 -4.75
O -4.51 -22.23 -5.08
O -2.19 -21.64 -5.45
N -2.83 -21.38 -3.14
S -4.01 -21.75 -2.24
O -5.32 -21.18 -2.63
O -4.09 -23.17 -1.91
C -3.50 -20.86 -0.60
F -3.46 -19.47 -0.80
F -4.40 -21.15 0.38
F -2.26 -21.26 -0.33
O 0.25 -16.63 -1.34
S -0.86 -17.20 -2.16
O -0.99 -18.67 -2.49
O -2.23 -16.75 -1.38
C -2.53 -15.35 -1.29
C -3.55 -15.15 -0.14
C -1.12 -16.24 -3.69
H -2.91 -14.95 -2.23
H -1.71 -14.76 -0.86
H -3.57 -14.09 0.12
H -3.31 -15.72 0.76
H -4.55 -15.40 -0.52
H -0.74 -15.25 -3.47
H -2.21 -16.31 -3.79
H -0.54 -16.82 -4.41
O 0.16 -24.65 0.09
S -0.38 -24.58 -1.29
O -0.53 -23.35 -1.99
O 0.58 -25.48 -2.34
C 0.87 -26.79 -1.93
C 2.22 -26.66 -1.28
C -1.99 -25.52 -1.39
H 1.22 -27.42 -2.75
H 0.13 -27.26 -1.28
H 2.90 -26.10 -1.92
H 2.68 -27.64 -1.15
H 2.22 -26.21 -0.28
H -1.87 -26.55 -1.05
H -2.39 -25.62 -2.40
H -2.67 -24.90 -0.80
O 3.39 -24.12 -3.70
S 3.22 -22.78 -3.23
O 1.94 -22.12 -3.29
O 3.70 -22.63 -1.66
C 4.87 -23.34 -1.24
C 5.87 -22.32 -0.72
C 4.62 -21.69 -3.93
H 5.41 -23.92 -2.00
H 4.52 -24.04 -0.48
H 6.64 -22.83 -0.14
H 5.55 -21.56 -0.01
H 6.35 -21.88 -1.60
H 4.39 -20.64 -3.74
H 4.69 -21.93 -4.99
H 5.62 -21.88 -3.55
O 0.01 -23.42 -4.90
S -0.51 -24.70 -5.36
O -1.54 -25.46 -4.66
O -1.04 -24.55 -6.92
C -1.82 -25.53 -7.61
C -1.02 -26.32 -8.71
C 0.91 -25.85 -5.62
H -2.72 -25.15 -8.08
H -2.22 -26.33 -6.98
H -0.39 -25.64 -9.27
H -1.80 -26.77 -9.34
H -0.30 -27.05 -8.35
H 0.54 -26.78 -6.04
H 1.33 -26.11 -4.65
H 1.67 -25.37 -6.23
C 3.11 -22.76 -6.95
N 2.70 -23.11 -8.36
O 1.90 -23.97 -8.47
O 3.16 -22.47 -9.25
H 4.06 -22.23 -6.90
H 3.32 -23.71 -6.45
H 2.25 -22.36 -6.41
C -4.70 -25.22 -4.32
N -5.34 -25.44 -5.62
O -4.82 -26.20 -6.43
O -6.23 -24.71 -6.03
H -3.80 -24.62 -4.46
H -4.33 -26.22 -4.09
H -5.40 -25.01 -3.50
C 1.94 -18.03 0.61
C 2.73 -18.01 -0.73
O 2.04 -19.01 -1.46
C 1.30 -19.81 -0.70
O 0.64 -20.77 -1.04
O 1.32 -19.27 0.56
F 3.98 -18.33 -0.44
H 1.14 -17.29 0.60
H 2.51 -17.93 1.53
H 2.73 -17.00 -1.14
C -1.35 -19.36 -9.00
C -1.19 -20.87 -9.13
O -0.68 -21.07 -10.38
C -0.50 -19.93 -11.03
O -0.07 -19.83 -12.18
O -0.80 -18.89 -10.23
F -2.39 -21.45 -9.05
H -0.76 -18.98 -8.17
H -2.36 -18.95 -9.00
H -0.59 -21.29 -8.32
```

For the highest occupied orbital energy, the calculation gives -10.193 eV. The molecular weight comes out at 1404.98 g/mol. Its net charge is 0.